DFT (the ωB97M-V functional and the def2-TZVPD basis) results for a 4-piece molecular cluster, CH8O4 overall in a non-equilibrium geometry.

Values from the calculation:
Lowest unoccupied orbital energy, eV: 0.32
Total energy, eV: -9356.1086
Kohn-Sham gap, eV: 11.2
HOMO, eV: -10.90

Geometry as ORCA input:
```
! RIJCOSX wB97M-V def2-TZVPD def2/J DEFGRID3
* xyz 0 1
C -0.906 1.585 0.155
O -1.989 1.129 -0.059
H -0.507 2.484 -0.338
H -0.120 1.051 0.733
O 1.030 -1.328 -0.070
H 1.288 -1.848 0.712
H 0.068 -1.294 0.102
O -1.629 -1.452 0.833
H -2.015 -0.559 0.823
H -2.253 -2.031 0.384
O 2.484 1.133 -1.152
H 2.762 0.316 -1.552
H 1.787 0.813 -0.572
*
```